(1)
{"formula": "C19H54AsF6O8", "method": "the ωB97M-V functional and the def2-TZVPD basis", "charge": -1, "lumo_ev": 2.22, "relative_energy_kcal_mol": 101.54, "orbital_gap_ev": 10.51, "species": ["As", "F", "F", "F", "F", "F", "F", "C", "C", "O", "H", "H", "H", "H", "H", "H", "C", "C", "O", "H", "H", "H", "H", "H", "H", "C", "C", "O", "H", "H", "H", "H", "H", "H", "C", "C", "O", "H", "H", "H", "H", "H", "H", "C", "C", "O", "H", "H", "H", "H", "H", "H", "C", "C", "C", "O", "H", "H", "H", "H", "H", "H", "H", "H", "C", "C", "C", "O", "H", "H", "H", "H", "H", "H", "H", "H", "C", "C", "C", "O", "H", "H", "H", "H", "H", "H", "H", "H"], "coordinates": [[-0.55278, 0.90216, -0.57190], [-2.00193, 0.00810, -1.15450], [0.19324, -0.66156, 0.03223], [0.89374, 1.68843, 0.10105], [-1.23590, 2.48973, -1.12244], [-1.31212, 1.11013, 1.05496], [0.29296, 0.76985, -2.17147], [-6.54135, -4.49790, -2.89503], [-6.41089, -3.98683, -4.33451], [-4.99790, -3.80335, -4.48815], [-6.25689, -3.83601, -2.07705], [-5.84616, -5.32705, -2.76342], [-7.58404, -4.74021, -2.68966], [-7.02681, -3.09525, -4.45219], [-6.86184, -4.68096, -5.04367], [-4.72708, -3.14051, -3.84868], [-3.81031, -3.82634, 5.33742], [-5.04532, -3.53748, 4.51978], [-6.21943, -3.53934, 5.24691], [-2.88953, -3.64429, 4.78324], [-3.73239, -4.89163, 5.55470], [-3.72110, -3.31112, 6.29380], [-5.12197, -4.12037, 3.60191], [-4.86487, -2.49901, 4.24208], [-6.94588, -3.51839, 4.61967], [4.09048, 8.13588, -3.24434], [3.49824, 6.87448, -2.71587], [3.85456, 6.63575, -1.38296], [3.48410, 9.02137, -3.05376], [3.91089, 8.09389, -4.31861], [5.13337, 8.21830, -2.93823], [3.86564, 6.13264, -3.42493], [2.41813, 6.76184, -2.80940], [3.31155, 5.90455, -1.07948], [9.25238, 0.48027, 5.12153], [8.45915, 0.23861, 3.82208], [7.38855, 1.08127, 3.68570], [9.97561, -0.29056, 5.38771], [8.52087, 0.58244, 5.92312], [9.75401, 1.44745, 5.08949], [8.07976, -0.78245, 3.78206], [9.12764, 0.27643, 2.96197], [6.96743, 0.89447, 2.84346], [-5.14921, 1.81784, -6.90432], [-5.76385, 2.31654, -5.59590], [-5.16793, 3.46282, -5.07830], [-5.19956, 2.61760, -7.64320], [-5.70355, 1.00429, -7.37221], [-4.16545, 1.38269, -6.72837], [-5.71201, 1.53353, -4.83940], [-6.84308, 2.46849, -5.61229], [-4.42158, 3.26359, -4.50833], [7.27919, -1.22428, -4.10112], [7.74821, 0.09119, -3.34982], [7.78937, 1.31294, -4.31053], [6.60154, 0.36403, -2.45272], [7.10956, -1.97553, -3.32980], [8.06494, -1.46871, -4.81592], [6.34937, -1.04806, -4.64193], [8.66539, -0.08647, -2.78829], [7.68888, 2.24465, -3.75383], [6.92683, 1.39969, -4.97129], [8.65101, 1.37797, -4.97493], [5.79438, 0.47559, -2.96031], [-7.27559, 3.94323, 4.31562], [-6.15328, 4.91432, 3.89791], [-6.29605, 5.69085, 2.58110], [-5.96145, 6.00432, 4.83194], [-7.13203, 2.88858, 4.08063], [-8.28235, 4.14477, 3.94968], [-7.45283, 4.11700, 5.37697], [-5.22268, 4.35027, 3.83504], [-5.28242, 5.80195, 2.19599], [-6.81375, 6.64625, 2.66659], [-6.88011, 5.09830, 1.87690], [-5.28179, 6.59314, 4.49584], [3.31302, -7.84537, 3.88969], [2.70973, -7.11920, 2.63040], [1.31708, -7.53607, 2.20933], [2.49819, -5.85120, 3.11631], [2.56340, -7.74740, 4.67491], [4.21492, -7.39997, 4.30957], [3.52242, -8.91102, 3.79669], [3.49092, -7.03983, 1.87439], [1.28159, -8.54549, 1.79956], [0.94143, -6.78451, 1.51497], [0.57834, -7.48950, 3.00945], [2.29500, -5.27130, 2.37872]], "atomic_forces_ev_per_a": [[0.64, -0.26, 0.79], [1.48, 0.94, 0.39], [-1.06, 1.50, -1.05], [-0.95, -0.14, -0.71], [0.58, -1.72, 0.59], [0.37, -0.19, -1.70], [-1.09, -0.13, 1.63], [-0.72, -0.39, -0.03], [0.49, 0.21, 2.07], [-0.60, 0.10, -1.40], [0.10, 0.75, -0.47], [-0.46, -0.42, -0.14], [-0.01, -0.53, 0.14], [0.38, 0.55, -0.11], [0.80, -0.34, -0.10], [0.04, 0.09, 0.05], [0.44, -1.66, 0.27], [1.58, 1.97, -0.58], [-1.24, -0.78, 1.01], [-0.20, 0.41, -0.27], [-0.17, -0.22, 0.29], [-0.41, 0.28, -0.17], [0.22, -0.31, 0.08], [-0.12, 0.27, -0.76], [-0.09, 0.05, 0.13], [-1.25, 0.80, -0.51], [-0.39, -0.80, -0.62], [0.31, -0.04, 0.36], [0.36, 0.23, 0.97], [0.88, -0.20, -0.34], [-0.11, 0.22, -0.30], [0.38, -0.79, 0.38], [-0.27, 0.67, -0.17], [0.08, -0.10, 0.23], [-0.99, 0.67, -0.26], [1.60, -1.85, 0.16], [-0.94, 1.51, 0.16], [-0.15, -0.08, -0.31], [0.01, -0.23, 0.19], [0.17, -0.02, -0.17], [0.12, -0.46, 0.42], [0.32, 0.36, -0.18], [-0.14, 0.10, -0.01], [-0.66, 0.01, 0.03], [-0.25, -1.55, 0.61], [0.20, 1.20, -0.09], [0.63, 0.09, 0.04], [-0.41, -0.13, 0.32], [0.24, 0.58, -0.15], [0.31, -0.42, 0.04], [-0.05, 0.46, -0.69], [0.01, -0.25, -0.08], [1.31, 1.39, 0.64], [-3.83, -0.05, -1.70], [0.27, 0.09, 0.22], [1.81, -0.07, 0.74], [0.18, -0.21, -0.31], [-0.09, -0.57, -0.04], [0.04, 0.14, 0.05], [-0.33, 0.28, 0.24], [0.53, -0.06, 0.35], [-0.28, -0.74, -0.02], [0.25, -0.14, 0.19], [0.13, -0.06, -0.33], [-0.62, 1.07, 0.60], [0.09, 1.25, -0.74], [-0.35, -1.50, -0.69], [-0.51, -0.93, 1.39], [0.60, 0.17, 0.18], [0.12, 0.56, -0.69], [0.46, -0.54, 0.32], [0.01, -0.20, 0.13], [-0.17, 0.38, -0.33], [0.13, -0.07, 0.37], [0.19, -0.04, -0.37], [0.04, -0.16, -0.17], [-0.84, -0.29, -0.27], [0.60, -0.93, 1.81], [0.02, -1.06, -0.59], [0.36, 2.72, 0.92], [-0.12, -0.03, 0.07], [0.03, 0.39, -0.54], [-0.14, -0.06, -0.43], [-0.28, -0.64, -0.62], [-0.14, 0.03, -0.36], [0.11, -0.29, -0.50], [0.48, -0.06, 0.49], [-0.08, 0.24, 0.04]], "lowdin_charge": [0.915, -0.312, -0.334, -0.309, -0.321, -0.318, -0.320, -0.108, -0.304, -0.086, 0.070, 0.074, 0.065, 0.099, 0.107, 0.083, -0.093, -0.364, -0.066, 0.078, 0.064, 0.077, 0.115, 0.106, 0.084, -0.099, -0.369, -0.061, 0.068, 0.071, 0.084, 0.102, 0.116, 0.089, -0.078, -0.374, -0.055, 0.068, 0.069, 0.066, 0.104, 0.103, 0.096, -0.086, -0.354, -0.069, 0.069, 0.063, 0.073, 0.105, 0.105, 0.092, -0.064, -0.390, -0.077, -0.098, 0.073, 0.067, 0.072, 0.129, 0.072, 0.071, 0.068, 0.078, -0.048, -0.445, -0.068, -0.085, 0.076, 0.067, 0.072, 0.127, 0.078, 0.079, 0.072, 0.076, -0.047, -0.501, -0.061, -0.068, 0.072, 0.070, 0.066, 0.132, 0.075, 0.079, 0.084, 0.099]}

(2)
{"formula": "C19H54Ba2O17", "method": "the ωB97M-V functional and the def2-TZVPD basis", "charge": 3, "lumo_ev": [-10.10, -11.85], "spin_multiplicity": 2, "orbital_gap_ev": [6.28, 4.52], "species": ["Ba", "Ba", "C", "C", "C", "O", "C", "C", "C", "O", "O", "O", "H", "H", "C", "O", "H", "H", "H", "H", "C", "O", "H", "H", "H", "H", "C", "O", "H", "H", "H", "H", "C", "O", "H", "H", "H", "H", "C", "O", "H", "H", "H", "H", "C", "O", "H", "H", "H", "H", "C", "O", "H", "H", "H", "H", "C", "O", "H", "H", "H", "H", "C", "O", "H", "H", "H", "H", "C", "O", "H", "H", "H", "H", "C", "O", "H", "H", "H", "H", "C", "O", "H", "H", "H", "H", "C", "O", "H", "H", "H", "H"], "coordinates": [[-4.74861, -1.12625, 3.97070], [2.97975, 0.72742, -1.23870], [-1.04563, 0.98179, 1.25761], [-0.02415, 0.65593, 0.29712], [0.14899, -0.84145, -0.24423], [1.03779, -1.06201, -1.09172], [-0.73301, -1.83564, 0.31177], [-1.68360, -1.47496, 1.21992], [-1.82206, -0.06099, 1.73176], [-2.80323, 0.38020, 2.44887], [-2.31971, -2.45661, 1.73480], [0.67962, 1.58696, -0.20346], [-1.16789, 2.00581, 1.57830], [-0.60576, -2.85986, -0.00630], [3.26139, 4.79550, -1.64801], [2.49978, 3.66373, -1.60003], [4.31018, 4.60820, -1.41765], [3.11206, 5.35447, -2.57179], [2.91429, 5.45610, -0.85351], [1.60608, 3.98397, -1.74266], [-4.21110, -4.46024, -0.63093], [-4.14649, -4.42242, 0.76531], [-3.37986, -4.04134, -1.19808], [-4.27879, -5.49993, -0.95118], [-5.05205, -3.91739, -1.06245], [-3.65336, -3.62819, 0.98355], [0.46044, 0.94670, -3.96726], [1.83044, 0.87291, -3.64910], [0.13584, 1.98713, -3.95116], [0.27583, 0.39179, -4.88710], [-0.12159, 0.58726, -3.11865], [2.20552, 0.61875, -4.49545], [2.80375, 2.85746, 1.78703], [3.75711, 2.35926, 0.85448], [2.07226, 2.06506, 1.94552], [3.19308, 3.11371, 2.77235], [2.22514, 3.68655, 1.37968], [4.54220, 2.90856, 0.91360], [-1.24815, 3.56987, 3.81183], [-1.13240, 4.44302, 4.92176], [-1.93694, 3.89988, 3.03415], [-0.27053, 3.44214, 3.34704], [-1.64700, 2.60605, 4.12818], [-0.96164, 3.92812, 5.71379], [1.18266, -3.56684, 2.89574], [0.11050, -4.25509, 2.23822], [0.94864, -2.91665, 3.73870], [1.93208, -4.26725, 3.26438], [1.65687, -3.10552, 2.02948], [-0.40740, -3.52877, 1.88347], [-4.02671, 2.43548, -0.11678], [-4.45691, 2.38157, 1.25017], [-2.93988, 2.51763, -0.12945], [-4.23203, 1.51425, -0.66203], [-4.40242, 3.28309, -0.68994], [-3.79070, 1.82987, 1.66661], [-0.92810, -3.25764, -3.00698], [-0.26473, -2.03935, -3.28647], [-1.82764, -3.09720, -2.41270], [-1.13798, -3.87477, -3.88060], [-0.34197, -3.80522, -2.26894], [0.16491, -1.74911, -2.47854], [3.43667, -2.00523, -3.41524], [4.24070, -1.54405, -2.40646], [3.22080, -3.05897, -3.23882], [2.45085, -1.54233, -3.45991], [3.89094, -1.93927, -4.40387], [4.92783, -2.20909, -2.32175], [2.45854, -4.29830, -0.49281], [3.11758, -4.86841, 0.66760], [2.35429, -5.06741, -1.25811], [1.48482, -3.91328, -0.18997], [3.07131, -3.50750, -0.92555], [4.07249, -4.85217, 0.57032], [-0.44463, 4.74433, -0.01275], [-0.23630, 4.03720, -1.23977], [0.38159, 4.56548, 0.67534], [-0.41335, 5.82044, -0.18333], [-1.37539, 4.50973, 0.50371], [0.01292, 3.15449, -0.95641], [1.48786, 0.53881, 4.22869], [2.31217, -0.56984, 3.78250], [1.95603, 1.33645, 4.80547], [0.96415, 0.98992, 3.38588], [0.74077, 0.15644, 4.92420], [2.41767, -1.10263, 4.57409], [-3.11903, -0.67311, -2.37791], [-4.30824, -0.95742, -1.63986], [-3.10359, 0.36299, -2.71607], [-2.26478, -0.85339, -1.72534], [-3.08423, -1.27548, -3.28569], [-4.94760, -1.27388, -2.28224]], "atomic_forces_ev_per_a": [[0.81, 0.35, -1.08], [0.93, 0.95, -0.39], [2.28, -2.02, -1.59], [0.08, 1.69, -0.55], [0.96, 1.49, -0.07], [-1.41, 0.22, 1.67], [2.28, 0.49, -2.47], [-2.31, -2.13, 3.34], [-2.33, 2.78, 0.30], [-0.16, -3.13, 0.71], [0.04, 2.75, -0.13], [-0.65, -2.52, 0.48], [-0.10, -0.03, 0.04], [-0.20, -0.20, -0.02], [0.94, 2.40, 0.71], [-0.60, -2.59, -0.26], [0.01, -0.20, -0.44], [0.47, -0.14, -0.21], [0.14, 0.40, 0.17], [-0.86, -0.25, 0.01], [-0.51, -0.57, -1.60], [0.16, 0.61, 0.43], [0.67, 0.09, 0.56], [-0.13, 0.01, 0.12], [-0.47, -0.05, 0.34], [0.15, -0.16, 0.17], [-1.54, 0.78, 0.91], [0.96, -0.33, -0.20], [0.18, 0.20, -0.94], [-0.47, 0.25, 0.24], [0.00, -0.82, -0.18], [0.80, 0.11, 0.10], [-1.15, -0.20, 0.25], [0.24, -0.11, 0.12], [0.16, -0.08, 0.01], [0.42, 0.01, -0.24], [0.34, 0.22, -0.10], [0.22, 0.07, -0.06], [0.14, -0.27, 0.49], [-0.41, 0.12, -0.62], [-0.11, 0.68, 0.27], [0.22, -0.23, -0.16], [0.14, -0.36, -0.01], [0.04, 0.04, 0.00], [1.00, -0.75, -1.14], [-0.40, 0.22, 0.90], [-0.55, 0.23, -0.30], [-0.35, -0.33, -0.10], [0.68, 0.98, 0.68], [-0.42, -0.56, 0.13], [0.67, -0.29, -0.16], [-0.17, 0.08, -0.54], [0.30, 0.27, -0.10], [-0.45, -0.10, 0.02], [-0.37, -0.01, 0.52], [-0.03, 0.04, 0.29], [0.18, -0.22, 1.44], [-0.28, 0.11, -0.75], [-0.64, 0.25, -0.51], [0.19, 0.37, -0.01], [0.49, -0.67, -0.36], [0.07, -0.22, -0.28], [-1.68, -1.77, -1.95], [0.93, 1.18, 1.58], [-0.11, -0.18, -0.19], [0.17, 0.38, 0.28], [0.14, 0.20, -0.04], [0.45, 0.25, 0.36], [1.30, -0.81, 0.60], [-0.92, 0.63, -0.41], [-0.32, -0.03, -0.04], [0.07, -0.12, 0.08], [-0.12, 0.32, 0.04], [0.01, -0.04, -0.25], [0.53, 0.61, 0.17], [-0.21, 0.34, 0.31], [0.08, -0.22, 0.14], [-0.23, -0.12, -0.34], [-0.21, -0.19, -0.26], [-0.12, -0.32, -0.06], [-0.36, -0.72, 0.27], [-0.64, 1.41, 0.29], [0.77, -0.08, -0.29], [0.13, -0.17, -0.10], [-0.36, -0.10, -0.08], [0.40, -0.26, -0.05], [-0.66, 0.18, -0.29], [0.38, 0.01, 0.03], [0.06, 0.24, 0.17], [0.13, -0.14, -0.14], [0.40, -0.20, 0.19], [-0.29, 0.00, 0.11]], "lowdin_spin": [-0.002, 0.000, 0.130, 0.004, 0.043, 0.117, 0.368, 0.029, 0.008, 0.033, 0.210, -0.001, 0.004, 0.010, 0.000, 0.000, 0.000, 0.000, 0.000, 0.000, 0.001, 0.004, 0.000, 0.000, 0.000, 0.000, 0.000, 0.000, 0.000, 0.000, 0.000, 0.000, 0.000, 0.000, 0.000, 0.000, 0.000, 0.000, 0.000, 0.000, 0.000, 0.000, 0.000, 0.000, 0.001, 0.013, 0.000, 0.000, 0.001, 0.001, 0.002, 0.000, 0.001, 0.000, 0.000, 0.000, 0.002, 0.001, 0.000, 0.001, 0.000, 0.001, 0.000, 0.000, 0.000, 0.000, 0.000, 0.000, 0.000, 0.000, 0.000, 0.000, 0.000, 0.000, 0.000, 0.000, 0.000, 0.000, 0.000, 0.000, 0.001, 0.000, 0.000, 0.001, 0.000, 0.000, 0.007, 0.002, 0.001, 0.004, 0.000, 0.000]}

| no. | energy (Ha) |
| --- | --- |
| 1 | -4193.23507 |
| 2 | -2085.31780 |